(1)
Below is an isolated molecule of C7H12O5S at a distorted geometry, with properties calculated with the ωB97M-V functional and the def2-TZVPD basis.

ORCA input file:
```
! wB97M-V def2-TZVPD RIJCOSX def2/J DEFGRID3
* xyz 0 1
C -0.04 -0.17 0.26
C -2.47 0.72 0.19
H -3.26 0.56 -1.79
H 2.51 1.45 0.61
C 1.06 -0.65 1.22
C 2.79 -0.51 -0.38
O -1.48 -2.35 0.43
C -1.20 0.52 1.06
O 3.27 -1.07 -1.28
H 3.98 1.31 -0.40
C -2.30 0.37 -1.30
H 0.29 0.56 -0.49
H 2.37 1.44 -1.15
S -0.82 -1.58 -0.60
H -1.47 -0.20 1.85
H -1.58 1.08 -1.76
H -3.36 0.21 0.57
O 2.19 -1.27 0.60
H 0.60 -1.43 1.85
O -1.98 -1.00 -1.56
H -2.72 1.80 0.22
O 0.14 -2.38 -1.27
C 2.93 1.01 -0.31
H 1.36 0.14 1.92
H -0.81 1.44 1.51
*
```

HOMO: -10.431 eV
E_LUMO: 0.342 eV
orbital gap: 10.8 eV

---

(2)
Below is a structure of composition C42H55N5OSiYb at a distorted geometry, with properties calculated with the ωB97M-V functional and the def2-TZVPD basis.

ORCA input file:
```
! wB97M-V def2-TZVPD RIJCOSX def2/J DEFGRID3
* xyz 1 2
C -1.37 -2.79 -0.55
C -1.82 -6.56 1.63
H -2.99 0.56 3.30
H 1.28 -5.51 0.27
H 1.40 -0.54 5.68
H -1.07 -4.55 1.51
H -0.56 -1.56 4.89
C 0.57 3.21 -0.61
H 4.85 -1.67 -0.66
C -2.92 -1.04 -0.20
C -1.20 4.91 -0.16
H -4.60 -6.45 -2.29
H -1.87 0.91 -2.08
C -5.49 -0.10 0.31
C -3.31 -5.92 -0.65
C -3.49 4.62 0.49
C 2.00 0.19 5.14
H 4.31 -4.08 -0.63
H -0.38 -2.44 3.37
H -6.49 0.25 0.49
H 2.36 2.11 3.20
H 3.68 6.10 -1.24
C -1.31 1.47 5.18
C 2.67 1.10 2.91
H -5.44 -1.35 2.05
H -2.77 -8.47 1.52
C 1.26 6.46 0.69
H 0.49 3.01 3.94
C -0.39 2.84 3.31
C -3.42 -7.17 -0.05
N 0.14 4.44 -0.20
Yb -0.11 0.13 0.23
Si 0.01 0.03 2.99
C -4.11 -5.57 -1.88
C -3.82 5.84 -0.08
H -1.94 3.21 0.90
C -2.19 4.15 0.46
C 1.89 -5.25 -0.60
H 1.37 -5.59 -1.50
H -4.25 4.02 0.98
C -3.62 -1.46 0.93
N -2.40 -3.69 -0.65
C -1.06 1.51 3.67
N 1.21 5.31 -0.20
H 4.40 4.51 -0.91
H -0.05 2.86 2.27
H 2.58 1.02 1.82
H 1.95 -2.16 3.76
C -2.76 0.33 -2.32
H 3.05 0.05 5.44
H -1.98 2.28 5.48
H -2.45 -0.54 -2.91
H -3.09 7.53 -1.18
H -1.78 0.52 5.48
C -3.50 -0.12 -1.08
C -0.77 -1.52 3.81
H -3.47 -5.14 -2.65
C -1.54 6.12 -0.77
H 1.70 1.19 5.45
H 2.82 -5.81 -0.53
H -3.02 2.32 3.17
H -3.29 -3.27 -0.85
C -2.42 1.43 2.96
O -0.19 2.19 -0.69
C 1.95 3.32 -0.87
C -1.71 -5.30 1.06
C 3.66 5.24 -0.58
C 2.31 4.61 -0.57
H -0.38 1.57 5.74
H -1.07 3.68 3.46
C 3.51 -3.34 -0.64
C 2.19 -3.77 -0.63
H 3.51 -1.38 3.48
H -2.32 1.34 1.87
H -1.24 -6.80 2.51
C 1.43 -1.42 -0.65
C 2.79 -1.07 -0.67
C 1.18 -2.80 -0.63
C -4.90 -1.00 1.18
N -0.14 -3.34 -0.63
C 3.82 -1.99 -0.66
H -0.79 6.69 -1.30
H 2.35 -1.54 2.16
C -2.67 -7.49 1.07
H -4.84 6.21 -0.03
C -4.79 0.34 -0.81
H 3.94 5.58 0.42
C -2.84 6.58 -0.71
H 1.78 6.21 1.62
C -2.45 -4.98 -0.08
H 0.26 6.78 0.94
H -1.86 -1.53 3.69
H -4.09 -7.91 -0.48
H -3.14 -2.16 1.62
H -5.25 1.05 -1.49
N -1.59 -1.50 -0.46
C 1.86 0.02 3.62
H 1.78 7.27 0.20
H 2.59 2.54 -1.24
H 3.74 1.01 3.16
C 2.45 -1.35 3.23
H -4.89 -4.84 -1.65
H -0.17 -4.34 -0.77
H 3.05 -0.01 -0.67
H -3.40 0.95 -2.95
*
```

HOMO (spin up / spin down): -9.725 / -9.711 eV
E_LUMO (spin up / spin down): -1.975 / -2.156 eV
orbital gap (spin up / spin down): 7.8 / 7.6 eV

---

(3)
Below is a cluster of 4 separate species, C17H26BClF4O9 in total at a distorted geometry, with properties calculated with the ωB97M-V functional and the def2-TZVPD basis.

ORCA input file:
```
! wB97M-V def2-TZVPD RIJCOSX def2/J DEFGRID3
* xyz 0 1
C 3.17 -3.72 2.10
H 0.85 0.59 0.23
H -5.49 -0.18 3.90
C 2.83 0.08 -3.66
O -2.77 0.77 5.42
C -3.37 0.03 4.36
C 2.54 -3.74 -0.33
C 2.34 -3.09 1.00
H -4.34 -1.47 5.61
H -0.62 3.03 -2.48
C -2.07 -0.12 6.18
H 1.64 2.23 0.69
C -4.73 0.60 3.99
H 4.56 -0.21 -6.27
O 2.76 -1.75 0.74
F -3.71 -0.16 -1.45
F -3.45 2.96 0.91
C -0.42 2.49 -0.25
H 4.98 -0.88 -4.68
H -1.18 1.19 -2.10
O 2.24 -2.70 -1.24
O -2.30 -1.40 5.77
C 2.59 -1.54 -0.61
O 0.51 1.79 -5.44
H 4.05 -3.12 2.35
O -1.33 0.18 7.10
H 1.28 -3.06 1.28
H 1.87 -4.60 -0.48
O 2.74 -0.47 -1.16
C 1.53 1.34 -4.94
H 5.74 0.61 -5.23
H 3.57 -4.06 -0.51
H 3.24 0.04 -2.65
H -5.08 1.35 4.71
C 4.80 0.05 -5.23
H 2.57 -3.83 3.01
H 3.50 -4.73 1.83
F -5.12 2.56 -0.74
O 2.76 1.33 -5.56
C -3.71 2.20 -0.33
C 3.70 0.88 -4.59
O 1.61 0.79 -3.69
C -1.16 2.31 -1.71
C -3.70 0.57 -0.16
B -2.73 2.78 -1.52
H -2.70 0.05 3.50
Cl -0.22 4.33 0.13
F -2.62 0.03 0.70
C -3.46 -1.34 4.96
H 2.64 -0.94 -4.02
H 4.12 1.76 -4.09
H -4.73 0.29 0.39
H -1.06 2.07 0.64
H -3.46 -2.13 4.20
H -3.13 3.61 -2.27
H -4.68 1.09 3.01
H 1.58 1.63 -1.19
C 1.04 1.68 -0.15
*
```

HOMO: -10.378 eV
E_LUMO: -0.447 eV
orbital gap: 9.9 eV

---

(4)
Below is a structure of composition FH6HfO3Pb at a distorted geometry, with properties calculated with the ωB97M-V functional and the def2-TZVPD basis.

ORCA input file:
```
! wB97M-V def2-TZVPD RIJCOSX def2/J DEFGRID3
* xyz 5 1
F -0.15 1.10 0.46
Pb 0.77 2.81 2.33
H -2.64 -0.38 0.61
H 2.21 -0.81 -1.42
O -2.66 0.15 -0.23
H 1.70 -1.97 1.29
O 1.64 -0.02 -1.59
H 2.22 0.75 -1.41
H 0.62 -0.89 0.99
Hf -0.84 0.71 -1.71
O 0.75 -1.85 1.04
H -3.61 0.40 -0.35
*
```

HOMO: -29.460 eV
E_LUMO: -25.601 eV
orbital gap: 3.9 eV

---

(5)
Below is a structure of composition C4H9NP2 at a distorted geometry, with properties calculated with the ωB97M-V functional and the def2-TZVPD basis.

ORCA input file:
```
! wB97M-V def2-TZVPD RIJCOSX def2/J DEFGRID3
* xyz 0 1
C 1.85 -1.07 -0.59
H -1.10 0.06 -1.89
N -2.88 0.37 -0.38
H -4.34 0.55 1.74
H 1.11 1.19 1.49
C 1.43 0.47 0.81
H -0.73 1.62 -0.50
P -1.26 0.21 -0.51
H 1.81 -2.10 -0.19
H -4.87 0.42 -0.36
P -4.10 -0.33 0.58
H 1.83 -0.90 -1.72
C 2.73 -0.08 0.22
C 0.73 -0.30 0.04
H 3.33 0.70 -0.35
H 3.29 -0.71 0.95
*
```

HOMO: -7.839 eV
E_LUMO: 0.069 eV
orbital gap: 7.9 eV

---

(6)
Below is an isolated molecule of C5H7NO, with properties calculated with the ωB97M-V functional and the def2-TZVPD basis.

ORCA input file:
```
! wB97M-V def2-TZVPD RIJCOSX def2/J DEFGRID3
* xyz 0 1
H 1.30 1.60 0.79
O -1.17 -0.76 -0.67
C -0.30 1.33 -0.57
H 2.41 -0.45 -0.43
C -0.79 -1.13 0.64
H -1.80 2.00 -1.78
C 0.74 0.85 0.23
H 1.10 -0.69 1.78
N -0.92 2.03 -1.30
H -0.23 -0.84 -1.12
C 0.62 -0.56 0.81
C 1.32 -0.45 -0.47
H -1.51 -0.72 1.36
H -0.77 -2.22 0.74
*
```

HOMO: -7.712 eV
E_LUMO: 0.504 eV
orbital gap: 8.2 eV

---

(7)
Below is a structure of composition C13H17KO4, with properties calculated with the ωB97M-V functional and the def2-TZVPD basis.

ORCA input file:
```
! wB97M-V def2-TZVPD RIJCOSX def2/J DEFGRID3
* xyz -2 1
H 4.95 6.56 -0.58
H 1.43 5.89 1.77
C 3.64 -0.01 2.94
K -1.23 0.22 0.80
H -1.50 3.75 1.24
C 3.56 5.07 -1.35
H 3.52 7.05 1.41
C 0.31 3.97 0.13
O 3.29 -0.76 0.70
H 3.79 -1.06 3.23
C 3.20 6.31 0.68
H 3.62 1.93 1.04
C -0.56 4.30 1.33
C 4.01 6.05 -0.44
H -4.15 -0.22 -1.09
H -4.88 -0.05 0.46
H 2.06 3.64 -1.87
O 0.83 -1.24 1.20
H 2.08 1.55 0.28
H -0.08 4.02 2.27
O 0.73 0.00 3.05
C 1.31 -0.44 2.04
C 2.38 4.40 -1.16
C -3.89 -0.26 -0.01
C 2.01 5.66 0.88
O -0.11 3.08 -0.67
C 2.74 0.07 1.72
C 1.54 4.67 -0.04
H 4.62 0.42 2.71
C 2.63 1.51 1.22
H 3.19 0.52 3.78
H 4.17 4.83 -2.21
H 2.11 2.14 1.95
H 2.50 -1.25 0.40
H -0.79 5.37 1.40
*
```

HOMO (spin up / spin down): -0.413 / 0.878 eV
E_LUMO (spin up / spin down): 4.851 / 4.767 eV
orbital gap (spin up / spin down): 5.3 / 3.9 eV

---

| no. | electronic energy (eV) |
| --- | --- |
| 1 | -28524.9301 |
| 2 | -93348.7034 |
| 3 | -60543.4771 |
| 4 | -15432.6264 |
| 5 | -24356.0923 |
| 6 | -8831.1535 |
| 7 | -38270.0528 |